# 1
DFT (the ωB97M-V functional and the def2-TZVPD basis) results for 2 unconnected molecules or ions with the total composition C3H8O.

Calculated values
Kohn-Sham gap = 0.411 Ha
Structure (SMILES) = C=O.CC
E_HOMO = -10.279 eV
LUMO level = 0.92 eV

Geometry as ORCA input:
```
! wB97M-V def2-TZVPD RIJCOSX def2/J DEFGRID3
* xyz 0 1
C 3.02 -2.06 1.38
C 2.40 -0.91 0.60
H 2.82 -3.01 0.88
H 2.70 -2.09 2.42
H 4.11 -1.99 1.34
H 2.41 0.01 1.16
H 2.93 -0.78 -0.35
H 1.39 -1.03 0.20
O -4.96 4.02 -2.12
C -5.45 2.95 -1.91
H -6.38 2.63 -2.42
H -4.99 2.26 -1.18
*
```

Löwdin atomic charge list, values in e, 4 entries: -0.1714, -0.1818, 0.0593, 0.0582

=====

# 2
DFT (the ωB97M-V functional and the def2-TZVPD basis) results for a molecular structure, C29H49O15PbS5.

Calculated values
Kohn-Sham gap = 0.057 Ha
E_HOMO = -3.594 eV
LUMO level = -2.03 eV

Geometry as ORCA input:
```
! wB97M-V def2-TZVPD RIJCOSX def2/J DEFGRID3
* xyz -1 1
Pb -0.12 0.11 -0.48
C 2.83 3.02 -6.57
C 3.15 3.88 -5.33
C 2.48 5.29 -5.40
O 2.92 3.19 -4.12
H 3.70 2.44 -6.90
H 2.60 3.71 -7.38
H 1.92 2.44 -6.50
H 4.20 4.15 -5.37
H 2.75 5.90 -4.53
H 1.40 5.23 -5.25
H 2.65 5.99 -6.22
C -7.22 3.50 -2.00
C -6.02 2.65 -2.06
C -5.93 1.62 -3.30
O -4.91 0.97 -3.37
C -7.08 1.44 -4.14
C -8.22 2.21 -3.97
C -8.24 3.34 -2.93
O -9.21 4.22 -2.84
O -9.20 1.97 -4.81
O -5.05 2.67 -1.25
H -7.28 4.26 -1.23
H -7.11 0.61 -4.82
C 9.13 0.74 2.55
C 9.40 -0.37 3.51
C 8.28 -1.46 3.54
S 7.70 -1.54 1.83
O 6.25 -1.33 1.81
O 8.29 -2.68 1.13
C 8.53 0.01 1.27
H 10.03 1.34 2.42
H 8.30 1.27 3.02
H 9.61 0.00 4.51
H 10.30 -0.88 3.17
H 7.45 -1.34 4.23
H 8.57 -2.51 3.67
H 7.78 0.47 0.63
H 9.41 -0.27 0.69
C -6.78 -5.37 -2.66
C -8.03 -4.84 -1.84
C -7.62 -4.21 -0.53
S -5.99 -5.02 -0.09
O -6.13 -5.91 1.00
O -4.88 -4.05 -0.13
C -5.82 -6.05 -1.62
H -6.29 -4.53 -3.16
H -7.17 -6.06 -3.40
H -8.81 -5.56 -1.58
H -8.47 -4.05 -2.44
H -8.35 -4.24 0.28
H -7.18 -3.25 -0.78
H -6.33 -6.96 -1.28
H -4.80 -6.37 -1.84
C 3.79 -4.42 -7.58
C 2.28 -4.46 -7.91
C 1.66 -5.51 -7.01
S 2.38 -5.18 -5.37
O 2.67 -6.39 -4.64
O 1.62 -4.10 -4.68
C 3.93 -4.52 -6.05
H 4.18 -3.53 -8.06
H 4.27 -5.20 -8.18
H 2.04 -4.78 -8.92
H 1.86 -3.48 -7.71
H 2.09 -6.42 -7.43
H 0.59 -5.63 -6.89
H 4.63 -5.23 -5.61
H 4.17 -3.53 -5.67
C -2.40 -3.06 8.89
C -2.42 -1.62 9.18
C -2.09 -0.81 7.82
S -0.60 -1.79 7.18
O 0.51 -1.32 8.01
O -0.50 -1.76 5.72
C -1.35 -3.37 7.75
H -3.38 -3.50 8.70
H -2.09 -3.65 9.75
H -1.70 -1.37 9.96
H -3.40 -1.31 9.57
H -1.78 0.23 7.94
H -2.77 -0.97 6.99
H -0.57 -4.09 8.00
H -1.90 -3.73 6.88
C 0.38 8.80 3.74
C 0.88 8.48 5.20
C 0.59 7.01 5.34
S 1.49 6.31 3.81
O 0.93 5.12 3.29
O 2.90 6.30 4.15
C 1.06 7.78 2.72
H 0.51 9.86 3.56
H -0.70 8.69 3.72
H 0.40 9.13 5.94
H 1.95 8.70 5.25
H -0.47 6.81 5.15
H 0.87 6.38 6.19
H 0.23 7.36 2.16
H 1.84 8.00 1.99
*
```

Löwdin atomic charge list, values in e, 4 entries: 0.4845, -0.0954, -0.6095, -0.1056

=====

# 3
DFT (the ωB97M-V functional and the def2-TZVPD basis) results for 2 unconnected molecules or ions with the total composition C5H16NSi.

Calculated values
Kohn-Sham gap (alpha / beta) = 0.341 / 0.302 Ha
E_HOMO (alpha / beta) = -14.366 / -13.337 eV
LUMO level (alpha / beta) = -5.08 / -5.11 eV

Geometry as ORCA input:
```
! wB97M-V def2-TZVPD RIJCOSX def2/J DEFGRID3
* xyz 1 1
C -0.87 -1.78 -1.43
C 1.16 -1.51 1.28
C 1.40 1.55 1.28
C -1.25 -0.32 -1.43
C -0.60 0.41 -0.36
N -0.98 1.80 -0.27
Si 1.13 0.06 0.18
H 0.18 -1.79 -1.49
H -1.28 -2.34 -2.25
H -1.13 -2.39 -0.61
H 0.25 -1.64 1.81
H 1.42 -2.39 0.57
H 2.05 -1.60 1.98
H 0.67 1.29 2.02
H 2.32 1.74 1.75
H 1.34 2.45 0.61
H -0.92 0.19 -2.31
H -2.41 -0.21 -1.50
H -1.34 -0.02 1.80
H -1.60 2.01 0.61
H -0.13 2.44 -0.24
H -1.52 2.15 -1.09
H 2.09 -0.11 -0.92
*
```

Löwdin atomic charge list, values in e, 4 entries: -0.0872, -0.2109, -0.1956, -0.2682

=====

# 4
DFT (the ωB97M-V functional and the def2-TZVPD basis) results for a molecular structure, C33H45N5SSn.

Calculated values
Kohn-Sham gap (alpha / beta) = 0.134 / 0.134 Ha
E_HOMO (alpha / beta) = 0.746 / 0.747 eV
LUMO level (alpha / beta) = 4.40 / 4.40 eV

Geometry as ORCA input:
```
! wB97M-V def2-TZVPD RIJCOSX def2/J DEFGRID3
* xyz -2 1
Sn -0.07 -0.62 0.17
N -1.07 -3.82 2.22
N 2.43 -2.00 -0.68
C 1.17 2.70 0.18
C 2.51 2.25 0.32
C 2.63 1.61 1.59
C 3.82 0.87 2.08
H 4.72 1.19 1.55
H 3.72 -0.22 1.95
H 3.97 1.06 3.15
C 1.38 1.72 2.26
C 1.04 1.15 3.58
H 0.55 1.90 4.22
H 1.94 0.80 4.10
H 0.34 0.30 3.49
C 0.49 2.41 1.40
C -0.93 2.69 1.69
H -1.54 1.76 1.77
H -1.38 3.32 0.91
H -1.04 3.21 2.66
C 3.60 2.34 -0.67
H 4.50 2.79 -0.22
H 3.29 2.97 -1.52
H 3.89 1.34 -1.04
C 0.57 3.32 -1.02
H -0.49 3.06 -1.12
H 1.09 3.01 -1.94
H 0.63 4.43 -0.98
C -1.98 -4.65 1.74
H -2.86 -4.87 2.35
C -1.87 -5.26 0.48
H -2.65 -5.94 0.16
C -0.74 -4.99 -0.29
H -0.60 -5.45 -1.27
C 0.20 -4.10 0.19
H 1.08 -3.81 -0.37
C -0.05 -3.39 1.42
C 0.47 -2.10 1.65
H 1.05 -1.87 2.54
C 1.51 -1.28 -1.28
C 3.52 -2.08 -1.50
H 4.38 -2.67 -1.23
C 3.29 -1.36 -2.64
H 3.88 -1.23 -3.53
N 2.00 -0.86 -2.53
C 1.30 -0.05 -3.46
C 1.94 1.04 -4.09
C 1.14 1.90 -4.86
H 1.62 2.77 -5.33
C -0.22 1.68 -5.04
C -1.08 2.59 -5.87
H -1.97 2.88 -5.30
H -1.42 2.10 -6.79
H -0.52 3.49 -6.14
C -0.81 0.55 -4.46
H -1.87 0.34 -4.63
C -0.05 -0.34 -3.69
C -0.69 -1.61 -3.25
H -0.44 -2.43 -3.94
H -1.78 -1.49 -3.24
H -0.38 -1.92 -2.24
C 3.40 1.32 -4.01
H 3.93 0.90 -4.88
H 3.89 0.93 -3.11
H 3.56 2.40 -4.04
C -2.10 -2.53 4.70
C -2.00 -1.36 3.73
N -3.09 -1.50 2.71
C -3.03 -0.73 1.58
S -2.58 -1.41 0.05
N -3.40 0.57 1.65
C -4.43 1.02 2.64
C -3.91 2.15 3.49
H -3.14 -2.66 5.04
H -1.45 -2.34 5.55
H -1.76 -3.44 4.20
H -2.07 -0.38 4.21
H -1.03 -1.41 3.19
H -3.16 -2.49 2.46
H -3.45 1.03 0.74
H -5.32 1.33 2.06
H -4.69 0.14 3.23
H -3.65 3.02 2.87
H -4.69 2.45 4.20
H -3.03 1.84 4.06
*
```

Löwdin atomic charge list, values in e, 4 entries: 1.0292, 0.0407, 0.0066, -0.3003

=====

Relative energy (zero: lowest compared OMol25 entry of this formula, charge and spin) per entry: 25.1 246.6 104.3 0.0 kcal per mole